Density functional theory data (wB97M-V/def2-TZVPD) for C50H46N7OPbS4Sb3 as an isolated structure at a distorted geometry.

Positions of all 112 atoms, in Å:
1 Pb 1.018381 -0.412016 2.128630
2 C 1.130787 2.231967 5.403585
3 C 0.552383 3.366601 4.849647
4 C 0.911998 3.759669 3.580495
5 C 1.827605 2.992549 2.841889
6 N 2.337599 1.854732 3.357006
7 C 2.010708 1.517367 4.614507
8 N 2.232245 3.513645 1.624952
9 C 2.830638 2.822468 0.709991
10 N 3.069055 1.497867 0.632085
11 C 3.723391 1.246053 -0.527075
12 N 4.139186 0.111501 -0.985626
13 C 4.127285 -1.004064 -0.161122
14 C 3.770289 -2.244620 -0.717117
15 C 3.753397 -3.364980 0.088488
16 C 4.093392 -3.245118 1.431031
17 C 4.470529 -1.989440 1.882657
18 N 4.500972 -0.898361 1.121050
19 C 3.874927 2.509688 -1.319650
20 C 4.402620 2.772816 -2.566266
21 C 4.364828 4.091221 -3.022487
22 C 3.834241 5.102406 -2.223865
23 C 3.318833 4.820861 -0.957316
24 C 3.331405 3.510208 -0.530330
25 H 0.872969 1.878003 6.392806
26 H -0.184096 3.932382 5.408137
27 H 0.492901 4.646834 3.121413
28 H 2.457311 0.600694 4.987129
29 H 3.503412 -2.291735 -1.764402
30 H 3.475807 -4.329570 -0.323252
31 H 4.058748 -4.088130 2.108768
32 H 4.752247 -1.846316 2.922518
33 H 4.824509 1.971436 -3.162564
34 H 4.749748 4.334502 -4.007177
35 H 3.818386 6.121681 -2.594604
36 H 2.932300 5.610821 -0.323636
37 S -2.815316 -2.745158 4.876069
38 Sb -1.566963 -0.875432 5.352797
39 S -1.258319 0.205969 3.156667
40 S 1.533265 -2.341535 3.868898
41 S 0.794988 -1.701683 5.693868
42 C -0.317619 -3.602068 -1.260083
43 C -1.412751 -3.048171 -2.166101
44 C -1.802587 -1.606084 -1.855183
45 Sb -0.151693 -0.211644 -1.687308
46 C 0.564258 -0.508146 -3.732910
47 C -0.308225 -0.714011 -4.803151
48 C 0.159065 -0.762899 -6.109593
49 C 1.516370 -0.602024 -6.370119
50 C 2.397882 -0.401404 -5.318145
51 C 1.924398 -0.354606 -4.009426
52 C -1.312014 1.444615 -2.486832
53 C -2.697820 1.535348 -2.360301
54 C -3.394151 2.620149 -2.881502
55 C -2.711792 3.650677 -3.517426
56 C -1.329245 3.583997 -3.632526
57 C -0.639848 2.487298 -3.124613
58 Sb -0.499297 -3.003624 0.832202
59 C -2.623283 -3.334089 0.912631
60 C -3.485713 -2.366285 1.418544
61 C -4.859064 -2.587288 1.420520
62 C -5.379184 -3.771013 0.919137
63 C -4.522585 -4.748585 0.424395
64 C -3.151487 -4.529977 0.425304
65 C -0.036098 -4.941492 1.626066
66 C -0.683871 -5.390698 2.773620
67 C -0.363341 -6.630895 3.309645
68 C 0.601718 -7.432245 2.709903
69 C 1.258650 -6.983954 1.571497
70 C 0.943958 -5.738236 1.038445
71 H 0.665523 -3.239302 -1.580096
72 H -0.297157 -4.692209 -1.323047
73 H -2.307963 -3.666718 -2.061604
74 H -1.093827 -3.130389 -3.210284
75 H -2.318814 -1.563774 -0.889583
76 H -2.496042 -1.234070 -2.610489
77 H -1.372827 -0.823612 -4.618429
78 H -0.535102 -0.917667 -6.928469
79 H 1.882376 -0.630842 -7.390167
80 H 3.456976 -0.279091 -5.513106
81 H 2.621545 -0.189389 -3.190500
82 H -3.246726 0.747725 -1.854540
83 H -4.473813 2.666433 -2.783163
84 H -3.253933 4.499933 -3.918588
85 H -0.784544 4.386788 -4.117981
86 H 0.440422 2.441829 -3.236551
87 H -3.082925 -1.454855 1.846474
88 H -5.520737 -1.836206 1.835402
89 H -6.449373 -3.944216 0.930273
90 H -4.921137 -5.683483 0.046542
91 H -2.483978 -5.304295 0.059393
92 H -1.418666 -4.765501 3.275789
93 H -0.859625 -6.958075 4.216655
94 H 0.849634 -8.399059 3.134770
95 H 2.023245 -7.594516 1.102982
96 H 1.471739 -5.388670 0.154610
97 N -1.375612 1.511246 0.681405
98 C -1.700632 2.506662 1.161895
99 N -2.099263 3.641511 1.734550
100 C -3.531449 3.915543 1.838171
101 C -3.977499 4.799988 0.685430
102 O -3.171404 5.968446 0.576525
103 C -1.797843 5.638878 0.390712
104 C -1.286389 4.851515 1.577996
105 H -3.706490 4.424562 2.789367
106 H -4.081212 2.976128 1.836164
107 H -4.998376 5.142900 0.847959
108 H -3.929437 4.229549 -0.249303
109 H -1.263421 6.580923 0.280175
110 H -1.676884 5.049471 -0.527341
111 H -1.411368 5.448594 2.483811
112 H -0.240218 4.568888 1.480910

Cartesian forces (eV/Å) of the 2 atoms listed first:
Pb 0.3 0.2 0.0
C 0.0 0.0 0.0

Properties
**HOMO level**: -1.53 eV
**Energy relative to the best compared isomer or geometry (same formula, charge and spin)**: 0.557 eV
**Max |F|**: 0.021 Eh/bohr
**LUMO**: 3.83 eV
**2S+1**: 1
**Charge**: -2
**Gap between HOMO and LUMO**: 5.36 eV

Mulliken population analysis, charges in e, atoms 1 to 5:
1 Pb 1.22
2 C -0.63
3 C -0.57
4 C 0.10
5 C -0.14